Arrangement a

Here is an isolated ion of composition C4H10NO and charge -1 from the Open Molecules 2025 dataset. Energies are from ωB97M-V with the def2-TZVPD basis set.

Computed properties:
SMILES: CNCCC[O-]
Lowest unoccupied orbital energy, eV: 4.06
E_HOMO, eV: -2.36
Frontier orbital gap, Ha: 0.236
Net charge: -1

Each line ends with the Löwdin charge.
Geometry (Å):
C (-1.08860, 1.79790, -0.02884)  -0.225
N (-1.38815, 0.56043, -0.77074)  -0.159
C (-0.95062, -0.64989, 0.24999)  -0.255
C (0.40794, -1.25578, -0.10667)  -0.279
C (1.76250, -0.45530, 0.26430)  -0.491
O (2.91266, -1.10068, -0.27011)  -0.443
H (-1.36990, 1.88033, 0.98726)  0.031
H (0.08126, 1.72538, 0.03738)  0.072
H (-1.42731, 2.71381, -0.68522)  0.086
H (-0.47113, 0.21839, -1.47613)  0.152
H (-1.01789, -0.38641, 1.34425)  0.094
H (-1.71168, -1.51274, 0.11364)  0.093
H (0.51785, -1.32312, -1.22760)  0.095
H (0.54312, -2.21166, 0.46309)  0.098
H (1.70131, -0.48752, 1.38589)  0.080
H (1.49864, 0.48685, -0.28050)  0.053

***

Arrangement b

Here is an isolated ion of composition C4H10NO and charge -1 from the Open Molecules 2025 dataset. Energies are from ωB97M-V with the def2-TZVPD basis set.

Computed properties:
SMILES: C[C@H](N)CC[O-]
Lowest unoccupied orbital energy, eV: 4.36
E_HOMO, eV: -2.32
Frontier orbital gap, Ha: 0.246
Net charge: -1

Each line ends with the Löwdin charge.
Geometry (Å):
C (-1.16010, 0.07339, -1.15774)  -0.096
C (-0.21833, -0.81564, -0.34891)  -0.479
N (-0.82164, -2.11136, 0.05174)  -0.002
C (0.23702, -0.08296, 0.89866)  -0.227
C (1.24434, 1.07665, 0.73868)  -0.544
O (0.92542, 1.93872, -0.24214)  -0.362
H (-0.72876, 1.07809, -1.10877)  0.048
H (-1.22078, -0.24290, -2.19931)  0.056
H (-2.13785, 0.09215, -0.68257)  0.061
H (0.68514, -1.01126, -0.93241)  0.130
H (-1.48574, -1.93016, 0.79178)  0.044
H (-1.39688, -2.40767, -0.72792)  0.041
H (-0.66462, 0.19981, 1.46816)  0.098
H (0.63204, -0.86286, 1.57206)  0.090
H (1.26074, 1.57495, 1.74303)  0.069
H (2.24961, 0.57798, 0.67162)  0.073

***

Energies, relative to the best one, in kJ/mol: arrangement a 251.6; arrangement b 0.0.

***

Arrangement a

Here is C4H10NO as an isolated structure from the Open Molecules 2025 dataset. Energies are from ωB97M-V with the def2-TZVPD basis set.

Computed properties:
Lowest unoccupied orbital energy, eV: 2.68
E_HOMO, eV: -1.91
Frontier orbital gap, Ha: 0.169
Net charge: -1

Each line ends with the Löwdin charge.
Geometry (Å):
C (-3.93173, -0.59594, -0.41309)  -0.657
O (-5.13190, -0.21792, 0.02830)  -0.391
C (-2.94201, 0.53246, -0.10296)  -0.190
C (4.38625, 0.01857, -1.03341)  -0.006
C (4.54845, 0.22992, 0.29043)  -0.279
N (3.40554, 0.04596, 1.32771)  -0.012
H (-3.88348, -0.76686, -1.64254)  0.079
H (-3.57039, -1.54479, -0.03640)  0.040
H (5.22675, -0.22979, -1.62186)  0.036
H (-3.18392, 1.49780, -0.56864)  0.046
H (-2.85396, 0.67477, 0.99167)  0.051
H (3.34011, -0.11795, -1.36223)  0.080
H (5.30970, 0.79056, 0.94381)  0.123
H (3.26972, 0.59908, 0.39587)  0.035
H (3.13723, -0.89787, 1.40856)  0.022
H (-1.94109, 0.30659, -0.47442)  0.022

***

Arrangement b

Here is an isolated ion of composition C4H10NO and charge -1 from the Open Molecules 2025 dataset. Energies are from ωB97M-V with the def2-TZVPD basis set.

Computed properties:
SMILES: C[C@@H](N)CC[O-]
Lowest unoccupied orbital energy, eV: 4.45
E_HOMO, eV: -2.31
Frontier orbital gap, Ha: 0.249
Net charge: -1

Each line ends with the Löwdin charge.
Geometry (Å):
C (0.21369, -0.96907, -1.21978)  -0.084
C (0.62342, 0.23389, -0.35580)  -0.466
N (0.94074, 1.37455, -1.30451)  -0.011
C (-0.38452, 0.60553, 0.68949)  -0.181
C (-0.68019, -0.62783, 1.74743)  -0.536
O (-0.04914, -1.76343, 1.53281)  -0.341
H (-0.37416, -0.64630, -2.07007)  0.051
H (-0.33318, -1.66726, -0.59097)  0.055
H (1.08829, -1.49326, -1.57228)  0.061
H (1.58778, -0.02961, 0.04712)  0.114
H (0.69259, 2.24899, -0.85088)  0.033
H (0.26372, 1.30458, -2.06178)  0.029
H (-1.34537, 0.83544, 0.22153)  0.084
H (-0.01585, 1.40894, 1.33303)  0.078
H (-1.79567, -0.66668, 1.73374)  0.057
H (-0.43214, -0.14849, 2.72093)  0.055

***

Arrangement c

Here is an isolated ion of composition C4H10NO and charge -1 from the Open Molecules 2025 dataset. Energies are from ωB97M-V with the def2-TZVPD basis set.

Computed properties:
SMILES: C[C@H](N)CC[O-]
Lowest unoccupied orbital energy, eV: 4.26
E_HOMO, eV: -2.13
Frontier orbital gap, Ha: 0.235
Net charge: -1

Each line ends with the Löwdin charge.
Geometry (Å):
C (-0.67059, -0.21049, -1.59880)  -0.094
C (0.11622, 0.47377, -0.46922)  -0.457
N (1.23330, 1.25635, -0.97651)  -0.003
C (0.50931, -0.56029, 0.68929)  -0.173
C (-0.62399, -0.57423, 1.73058)  -0.588
O (-1.71867, -1.31216, 1.44648)  -0.364
H (-1.37677, -0.92037, -1.15513)  0.062
H (-1.25970, 0.55674, -2.12421)  0.057
H (-0.01358, -0.67750, -2.32487)  0.054
H (-0.57324, 1.08549, 0.10689)  0.103
H (1.21172, 2.20034, -0.60373)  0.050
H (2.14250, 0.91890, -0.66393)  0.045
H (0.58708, -1.59507, 0.30668)  0.098
H (1.54611, -0.26668, 0.92465)  0.077
H (-0.20707, -0.87409, 2.72432)  0.061
H (-0.90265, 0.49930, 1.98751)  0.073

***

Energies, relative to the best one, in kJ/mol: arrangement a 413.3; arrangement b 0.0; arrangement c 11.1.

***

Arrangement a

Here is a 2-piece molecular cluster, C3H5F2NO2 overall from the Open Molecules 2025 dataset. Energies are from ωB97M-V with the def2-TZVPD basis set.

Computed properties:
Lowest unoccupied orbital energy (spin up / spin down), eV: -0.23 / -1.87
E_HOMO (spin up / spin down), eV: -9.66 / -9.25
Frontier orbital gap (spin up / spin down), Ha: 0.347 / 0.271

Each line ends with the Löwdin charge.
Geometry (Å):
C (1.56816, 0.74172, -0.23867)  -0.073
C (0.59693, -0.33952, -0.63132)  -0.066
C (-1.86136, 0.34733, 0.29155)  -0.233
N (0.35011, -1.29953, 0.30166)  -0.486
O (-0.33583, -2.29373, 0.01010)  0.016
O (0.77472, -1.15967, 1.43921)  0.038
F (-2.45128, 0.91400, -0.67706)  0.143
F (-2.16618, 0.93459, 1.44280)  0.089
H (2.32546, 0.67420, -1.03866)  0.082
H (1.08317, 1.78190, -0.41682)  0.113
H (1.86858, 0.60088, 0.80877)  0.078
H (0.18085, -0.14150, -1.69685)  0.169
H (-1.93332, -0.76067, 0.40528)  0.128

***

Arrangement b

Here is one molecule with the formula C3H5F2NO2 from the Open Molecules 2025 dataset. Energies are from ωB97M-V with the def2-TZVPD basis set.

Computed properties:
SMILES: CCC(F)(F)[N+](=O)[O-]
Lowest unoccupied orbital energy, eV: 0.53
E_HOMO, eV: -10.57
Frontier orbital gap, Ha: 0.408

Each line ends with the Löwdin charge.
Geometry (Å):
C (1.04572, -0.09362, -1.11508)  -0.068
C (-0.37141, 0.48003, -0.80816)  -0.106
C (-0.50879, 0.58958, 0.68090)  -0.405
F (-1.62944, 1.11879, 1.09762)  0.156
F (0.49661, 1.25287, 1.30388)  0.119
N (-0.53350, -1.01715, 1.50535)  -0.291
O (0.32269, -1.78453, 1.12346)  0.064
O (-1.39257, -1.16080, 2.31255)  0.109
H (1.78211, 0.42513, -0.56103)  0.057
H (1.43049, -0.09724, -2.26396)  0.133
H (0.95564, -1.12465, -0.92904)  0.030
H (-1.20214, -0.02150, -1.17158)  0.109
H (-0.39541, 1.43308, -1.17490)  0.093

***

Energies, relative to the best one, in kJ/mol: arrangement a 309.9; arrangement b 0.0.

***

Arrangement a

Here is one molecule with the formula C6H7NO3 from the Open Molecules 2025 dataset. Energies are from ωB97M-V with the def2-TZVPD basis set.

Computed properties:
SMILES: CON1CC/C1=C1\OC1=O
Lowest unoccupied orbital energy, eV: 0.66
E_HOMO, eV: -7.98
Frontier orbital gap, Ha: 0.317

Each line ends with the Löwdin charge.
Geometry (Å):
C (0.37431, 1.59109, -2.12263)  -0.067
O (-0.27288, 1.38809, -0.83261)  -0.104
N (-0.22373, 0.03682, -0.47564)  -0.116
C (-1.13341, -1.16699, -0.80352)  -0.051
C (-0.39621, -1.81197, 0.38393)  -0.061
C (0.17074, -0.42523, 0.72044)  -0.196
C (0.61572, 0.16374, 1.84776)  -0.029
O (0.78544, -0.43405, 3.14932)  0.127
C (0.95441, 0.90205, 2.98287)  -0.445
O (1.22531, 1.86086, 3.59139)  0.178
H (0.01014, 2.52909, -2.46195)  0.056
H (0.10629, 0.85761, -2.94952)  0.098
H (1.54340, 1.71785, -1.96360)  0.124
H (-1.23244, -1.49108, -1.80795)  0.083
H (-2.27920, -1.02770, -0.43152)  0.157
H (-0.84876, -2.37896, 1.13234)  0.090
H (0.60087, -2.31122, 0.04087)  0.155

***

Arrangement b

Here is one molecule with the formula C6H7NO3 from the Open Molecules 2025 dataset. Energies are from ωB97M-V with the def2-TZVPD basis set.

Computed properties:
SMILES: [O-][n+]1cccc(O)c1CO
Lowest unoccupied orbital energy, eV: 0.29
E_HOMO, eV: -8.91
Frontier orbital gap, Ha: 0.338

Each line ends with the Löwdin charge.
Geometry (Å):
O (2.08029, 1.26053, -0.11832)  -0.115
N (0.82042, 0.89323, -0.07554)  -0.209
C (-0.11074, 1.93366, 0.04173)  -0.046
C (-1.42300, 1.72785, 0.19369)  -0.069
C (-2.05868, 0.41269, 0.06564)  -0.056
C (-1.27124, -0.68539, 0.04085)  -0.151
O (-1.63272, -1.98047, 0.04641)  0.046
C (0.55939, -0.35179, -0.17432)  0.007
C (1.54762, -1.42811, -0.31827)  -0.195
O (2.65885, -1.12421, 0.52033)  -0.047
H (0.46097, 2.93358, 0.09075)  0.163
H (-1.91379, 2.68297, 0.30667)  0.104
H (-3.18511, 0.19437, 0.15264)  0.137
H (-2.49034, -2.27716, 0.39015)  0.128
H (1.28364, -2.34073, 0.10422)  0.098
H (1.70942, -1.56981, -1.48709)  0.173
H (2.96502, -0.28118, 0.22047)  0.033

***

Energies, relative to the best one, in kJ/mol: arrangement a 133.6; arrangement b 0.0.

***

Arrangement a

Here is H5N2P as an isolated structure from the Open Molecules 2025 dataset. Energies are from ωB97M-V with the def2-TZVPD basis set.

Computed properties:
Lowest unoccupied orbital energy, eV: -0.07
E_HOMO, eV: -7.22
Frontier orbital gap, Ha: 0.262

Each line ends with the Löwdin charge.
Geometry (Å):
N (-0.12875, -1.16261, -1.90874)  -0.069
N (0.05247, -0.85219, -0.54214)  -0.662
P (-0.93669, -0.83413, 0.68331)  0.649
H (-1.04940, -0.89263, -2.24532)  0.049
H (0.52612, -0.50299, -2.44702)  0.105
H (1.09491, -0.78549, -0.42107)  0.070
H (-1.49754, 0.00858, 3.63581)  0.023
H (-1.43474, -0.38151, 2.89889)  -0.166

***

Arrangement b

Here is a 2-piece molecular cluster, H5N2P overall from the Open Molecules 2025 dataset. Energies are from ωB97M-V with the def2-TZVPD basis set.

Computed properties:
Lowest unoccupied orbital energy, eV: 0.24
E_HOMO, eV: -8.74
Frontier orbital gap, Ha: 0.330

Each line ends with the Löwdin charge.
Geometry (Å):
N (1.01669, -0.17312, -0.33173)  -0.112
N (-0.19330, -0.89937, -0.06969)  -0.561
P (-1.58170, -0.08132, -0.04657)  0.614
H (1.87831, -0.73312, -0.40148)  0.078
H (1.07737, 0.51498, 0.40502)  0.048
H (-0.07821, -1.48274, 1.31214)  0.199
H (-2.15246, -0.17698, -1.37037)  -0.122
H (-1.34051, 1.26213, -0.32044)  -0.144

***

Energies, relative to the best one, in kJ/mol: arrangement a 0.0; arrangement b 6.7.

***

Arrangement a

Here is a 2-piece molecular cluster, H5N2P overall from the Open Molecules 2025 dataset. Energies are from ωB97M-V with the def2-TZVPD basis set.

Computed properties:
Lowest unoccupied orbital energy (spin up / spin down), eV: 0.19 / 0.39
E_HOMO (spin up / spin down), eV: -6.76 / -8.11
Frontier orbital gap (spin up / spin down), Ha: 0.255 / 0.312

Each line ends with the Löwdin charge.
Geometry (Å):
N (-1.27456, -0.17429, 0.30200)  -0.241
N (1.08522, 0.26925, 0.41899)  -0.324
P (-0.10663, 0.85462, -0.43582)  0.611
H (-2.23175, -0.00718, 0.24803)  -0.006
H (-0.81915, -0.35954, 1.18160)  0.004
H (2.01008, 0.63959, 0.44043)  0.033
H (1.08678, -0.78078, 0.50260)  0.081
H (0.25001, -0.44167, -2.65782)  -0.159

***

Arrangement b

Here is H5N2P as an isolated structure from the Open Molecules 2025 dataset. Energies are from ωB97M-V with the def2-TZVPD basis set.

Computed properties:
Lowest unoccupied orbital energy (spin up / spin down), eV: 0.26 / -0.24
E_HOMO (spin up / spin down), eV: -7.91 / -8.03
Frontier orbital gap (spin up / spin down), Ha: 0.300 / 0.286

Each line ends with the Löwdin charge.
Geometry (Å):
N (0.22392, -0.93170, -0.34610)  -0.045
N (-0.42656, 0.04098, 0.13108)  -0.566
P (-1.78739, -0.02897, 1.13986)  0.660
H (-0.14641, -1.84441, -0.05033)  0.025
H (1.96454, 1.28256, -0.86035)  0.021
H (0.09428, 0.93249, 0.03609)  0.024
H (-1.76925, -1.49693, 1.02534)  -0.160
H (1.84687, 2.04598, -1.07559)  0.041

***

Energies, relative to the best one, in kJ/mol: arrangement a 0.0; arrangement b 51.6.